Record 1
{"formula": "C38H30N11Re", "method": "the ωB97M-V functional and the def2-TZVPD basis", "elements": ["Re", "C", "C", "N", "C", "C", "N", "C", "C", "C", "C", "C", "N", "C", "C", "N", "C", "C", "N", "C", "C", "C", "N", "C", "C", "H", "H", "H", "H", "H", "H", "H", "H", "H", "H", "H", "H", "C", "C", "C", "C", "C", "N", "C", "C", "C", "C", "C", "C", "C", "N", "C", "C", "C", "N", "C", "C", "N", "C", "C", "C", "N", "H", "H", "H", "H", "H", "H", "H", "H", "H", "H", "H", "H", "H", "H", "H", "H", "H", "H"], "coordinates": [[0.710, 0.422, 1.695], [2.215, -3.518, 2.920], [1.941, -2.161, 2.914], [0.994, -1.658, 2.108], [0.297, -2.522, 1.340], [0.638, -3.866, 1.323], [1.595, -4.359, 2.099], [-0.889, -1.936, 0.688], [-1.810, -2.659, -0.033], [-3.016, -2.056, -0.415], [-3.241, -0.755, 0.024], [-2.260, -0.078, 0.725], [-1.073, -0.636, 0.997], [-2.482, 1.231, 1.367], [-3.547, 2.070, 1.074], [-3.768, 3.186, 1.758], [-2.936, 3.453, 2.760], [-1.838, 2.646, 3.032], [-1.600, 1.546, 2.323], [-4.035, -2.786, -1.190], [-4.794, -2.122, -2.147], [-5.738, -2.846, -2.859], [-5.972, -4.143, -2.664], [-5.247, -4.766, -1.736], [-4.263, -4.141, -0.981], [2.959, -3.927, 3.592], [2.486, -1.475, 3.545], [0.126, -4.566, 0.675], [-1.621, -3.691, -0.293], [-4.206, -0.295, -0.139], [-4.230, 1.851, 0.262], [-3.140, 4.332, 3.359], [-1.149, 2.897, 3.827], [-4.642, -1.070, -2.357], [-6.337, -2.362, -3.622], [-5.464, -5.816, -1.585], [-3.726, -4.699, -0.224], [5.907, -1.743, -2.543], [4.735, -1.052, -1.923], [3.712, -0.499, -2.704], [2.617, 0.078, -2.118], [2.470, 0.135, -0.711], [1.264, 0.511, -0.140], [0.235, 1.053, -0.987], [-0.396, 0.296, -1.965], [-1.398, 0.856, -2.741], [-1.799, 2.180, -2.563], [-2.871, 2.802, -3.414], [-1.187, 2.919, -1.552], [-0.190, 2.363, -0.772], [0.406, 3.135, 0.263], [0.627, 4.463, 0.323], [1.156, 4.748, 1.562], [1.233, 3.518, 2.211], [0.761, 2.544, 1.430], [3.599, -0.253, 0.067], [4.664, -0.885, -0.538], [3.744, 0.109, 1.433], [4.906, 0.162, 2.131], [4.646, 0.694, 3.367], [3.282, 0.957, 3.358], [2.735, 0.616, 2.186], [5.741, -1.947, -3.597], [6.801, -1.119, -2.456], [6.121, -2.681, -2.030], [3.781, -0.539, -3.784], [1.836, 0.478, -2.745], [-0.098, -0.735, -2.116], [-1.872, 0.253, -3.506], [-3.284, 2.088, -4.122], [-3.684, 3.192, -2.799], [-2.467, 3.643, -3.980], [-1.509, 3.937, -1.361], [0.425, 5.102, -0.522], [1.461, 5.711, 1.935], [1.597, 3.304, 3.204], [5.490, -1.243, 0.061], [5.845, -0.135, 1.697], [5.354, 0.885, 4.157], [2.668, 1.372, 4.144]], "lumo_energy_ev": [-10.5, -10.7], "s_squared": 1.006, "total_charge": 3, "spin_multiplicity": 2}



Record 2
{"formula": "C24H43FOsP2", "method": "the ωB97M-V functional and the def2-TZVPD basis", "elements": ["Os", "C", "C", "C", "C", "C", "C", "H", "H", "H", "C", "H", "H", "H", "C", "H", "H", "H", "C", "H", "H", "H", "C", "H", "H", "H", "C", "C", "C", "C", "C", "C", "C", "C", "H", "H", "H", "H", "H", "H", "H", "H", "H", "H", "H", "H", "P", "P", "C", "C", "H", "H", "H", "H", "C", "H", "H", "H", "C", "H", "H", "H", "C", "H", "H", "H", "C", "H", "H", "H", "F"], "coordinates": [[-0.212, -0.787, -0.367], [-0.713, -1.752, 1.590], [0.730, -1.857, 1.155], [0.580, -0.467, 3.063], [-0.729, -0.865, 2.747], [1.482, -1.050, 2.149], [-1.636, -2.949, 1.632], [-1.404, -3.661, 0.831], [-2.684, -2.651, 1.509], [-1.568, -3.463, 2.607], [-1.888, -0.644, 3.639], [-2.829, -1.020, 3.213], [-1.987, 0.415, 3.920], [-1.748, -1.182, 4.588], [0.921, 0.387, 4.239], [0.672, -0.106, 5.188], [0.346, 1.327, 4.227], [1.997, 0.595, 4.302], [2.958, -1.087, 2.288], [3.307, -1.789, 3.065], [3.374, -0.109, 2.564], [3.397, -1.417, 1.337], [1.298, -3.186, 0.773], [1.526, -3.766, 1.677], [2.239, -3.068, 0.227], [0.623, -3.776, 0.148], [-1.756, 0.703, -3.134], [-1.958, -0.676, -2.940], [-1.045, -1.656, -3.699], [0.420, -1.388, -3.349], [0.737, -0.570, -2.080], [1.002, 0.827, -2.319], [0.603, 1.566, -3.548], [-0.827, 1.285, -4.111], [-1.194, -1.607, -4.789], [0.898, -0.897, -4.198], [-1.305, -2.671, -3.376], [-0.729, 0.652, -5.007], [-2.533, 1.391, -2.799], [-3.007, -0.975, -2.888], [-1.224, 2.247, -4.472], [0.693, 2.651, -3.348], [1.892, 1.277, -1.888], [1.321, 1.414, -4.384], [0.960, -2.335, -3.230], [1.557, -1.114, -1.509], [-1.511, 1.372, 0.486], [1.517, 1.716, 0.644], [-0.914, 2.671, -0.622], [0.551, 3.059, -0.264], [-1.579, 3.537, -0.519], [-1.010, 2.278, -1.645], [1.133, 3.380, -1.152], [0.544, 3.903, 0.455], [1.958, 2.624, 2.145], [2.692, 2.038, 2.709], [1.070, 2.802, 2.760], [2.408, 3.577, 1.842], [3.212, 1.454, -0.005], [3.565, 2.354, -0.512], [3.236, 0.603, -0.687], [3.868, 1.205, 0.829], [-3.291, 1.236, 0.247], [-3.661, 0.374, 0.828], [-3.478, 1.050, -0.824], [-3.799, 2.162, 0.576], [-1.684, -1.916, -0.876], [-1.524, -2.859, -1.445], [-1.726, -1.019, -1.723], [-2.676, -1.961, -0.410], [-1.459, 2.162, 1.919]], "lumo_energy_ev": [-7.3, -8.1], "s_squared": 6.166, "total_charge": 2, "spin_multiplicity": 5}



Record 3
{"formula": "C17H27FeN4O6", "method": "the ωB97M-V functional and the def2-TZVPD basis", "elements": ["Fe", "C", "C", "O", "C", "C", "O", "C", "C", "O", "C", "C", "O", "C", "C", "O", "H", "H", "H", "H", "H", "H", "H", "H", "H", "H", "H", "H", "H", "H", "H", "H", "H", "H", "H", "H", "N", "C", "C", "C", "N", "C", "N", "C", "N", "C", "C", "O", "H", "H", "H", "H", "H", "H", "H"], "coordinates": [[-0.382, 0.200, -0.445], [-2.288, 0.906, 1.848], [-2.150, -0.561, 2.180], [-1.542, -1.153, 1.035], [-0.958, -2.432, 1.281], [-0.440, -2.933, -0.036], [0.512, -1.972, -0.495], [0.957, -2.240, -1.822], [1.998, -1.202, -2.158], [1.499, 0.086, -1.781], [2.488, 0.922, -1.169], [2.680, 0.481, 0.265], [1.424, 0.545, 0.957], [1.232, 1.797, 1.637], [-0.068, 1.673, 2.363], [-1.036, 1.388, 1.358], [-2.619, 1.491, 2.708], [-3.002, 1.050, 1.036], [-3.130, -1.008, 2.365], [-1.524, -0.735, 3.060], [-1.705, -3.118, 1.686], [-0.142, -2.323, 2.002], [-1.255, -3.008, -0.762], [0.035, -3.910, 0.081], [0.105, -2.187, -2.504], [1.389, -3.242, -1.884], [2.211, -1.208, -3.228], [2.926, -1.411, -1.625], [2.094, 1.937, -1.223], [3.421, 0.891, -1.735], [3.424, 1.094, 0.776], [3.002, -0.558, 0.325], [1.182, 2.614, 0.910], [2.055, 1.979, 2.330], [-0.329, 2.597, 2.883], [-0.014, 0.856, 3.089], [-0.754, 2.020, -1.361], [-1.474, 2.221, -2.256], [-2.402, 2.373, -3.261], [-3.764, 2.204, -2.902], [-4.856, 1.993, -2.592], [-1.979, 2.326, -4.616], [-1.657, 2.246, -5.720], [-3.795, -0.998, -4.681], [-3.363, -1.075, -3.289], [-4.374, -1.424, -2.300], [-2.155, -0.694, -2.942], [-1.749, -0.621, -1.761], [-4.640, -0.315, -4.750], [-4.090, -1.984, -5.039], [-2.985, -0.612, -5.296], [-5.191, -0.707, -2.366], [-3.934, -1.378, -1.308], [-4.747, -2.428, -2.500], [-1.504, -0.414, -3.776]], "lumo_energy_ev": [-2.1, -2.2], "s_squared": 6.007, "total_charge": 1, "spin_multiplicity": 5}



Record 4
{"formula": "C31H42IN6RuSi2", "method": "the ωB97M-V functional and the def2-TZVPD basis", "elements": ["Ru", "C", "C", "C", "C", "C", "C", "C", "N", "N", "C", "C", "C", "C", "C", "C", "N", "C", "C", "C", "C", "C", "C", "N", "H", "H", "H", "H", "H", "H", "H", "H", "H", "H", "H", "H", "H", "H", "H", "H", "H", "H", "H", "H", "C", "Si", "C", "C", "N", "C", "C", "C", "C", "C", "C", "N", "Si", "C", "C", "C", "H", "H", "H", "H", "H", "H", "H", "H", "H", "H", "H", "H", "H", "H", "H", "H", "H", "H", "H", "H", "H", "H", "I"], "coordinates": [[-0.016, -0.651, -0.476], [3.343, -0.894, 1.151], [3.930, -0.506, -0.194], [3.281, -1.129, -1.404], [4.070, -1.900, -2.245], [3.601, -2.265, -3.498], [2.372, -1.789, -3.897], [1.622, -1.065, -2.983], [2.016, -0.788, -1.735], [2.093, -0.194, 1.448], [1.331, -0.907, 2.464], [1.068, -2.313, 2.025], [1.429, -3.372, 2.841], [1.186, -4.670, 2.427], [0.599, -4.854, 1.192], [0.279, -3.743, 0.427], [0.494, -2.480, 0.818], [2.390, 1.145, 1.932], [1.182, 2.043, 2.026], [1.276, 3.277, 2.662], [0.144, 4.064, 2.751], [-1.041, 3.595, 2.202], [-1.033, 2.363, 1.572], [0.057, 1.599, 1.487], [4.076, -0.714, 1.955], [3.161, -1.967, 1.130], [4.982, -0.793, -0.202], [3.906, 0.576, -0.328], [5.069, -2.172, -1.929], [4.207, -2.873, -4.158], [1.965, -1.993, -4.877], [0.649, -0.692, -3.259], [0.383, -0.387, 2.581], [1.851, -0.910, 3.435], [1.891, -3.167, 3.798], [1.454, -5.512, 3.052], [0.385, -5.840, 0.804], [-0.183, -3.860, -0.541], [3.127, 1.615, 1.278], [2.860, 1.090, 2.930], [2.220, 3.600, 3.087], [0.181, 5.028, 3.242], [-1.953, 4.175, 2.247], [-1.925, 1.962, 1.108], [-0.341, 3.985, -1.713], [0.415, 2.331, -2.196], [2.135, 2.391, -1.462], [0.634, 2.287, -4.064], [-0.561, 1.012, -1.550], [-1.919, 1.058, -1.671], [-2.625, 1.855, -2.609], [-3.991, 1.845, -2.683], [-4.731, 1.026, -1.815], [-4.088, 0.253, -0.886], [-2.673, 0.256, -0.750], [-1.972, -0.441, 0.197], [-2.944, -1.219, 1.446], [-4.130, 0.058, 2.183], [-2.082, -1.885, 2.970], [-3.844, -2.707, 0.744], [0.126, 4.782, -2.300], [-0.134, 4.188, -0.659], [-1.419, 4.045, -1.857], [2.506, 3.415, -1.572], [2.838, 1.719, -1.953], [2.108, 2.154, -0.397], [1.234, 3.155, -4.356], [-0.304, 2.330, -4.617], [1.170, 1.395, -4.396], [-2.065, 2.456, -3.312], [-4.499, 2.445, -3.428], [-5.810, 0.986, -1.896], [-4.681, -0.395, -0.254], [-3.797, 0.332, 3.187], [-5.142, -0.349, 2.274], [-4.201, 0.971, 1.591], [-1.552, -1.127, 3.548], [-1.433, -2.740, 2.795], [-2.907, -2.239, 3.599], [-4.275, -2.528, -0.242], [-4.639, -3.029, 1.424], [-3.139, -3.537, 0.633], [-1.247, -2.266, -2.294]], "lumo_energy_ev": [0.5, -0.4], "s_squared": 0.802, "total_charge": 0, "spin_multiplicity": 2}